Formula: C26H51BaClNO2P2SbSi3
Source: the OMol25 dataset
Level of theory: wB97M-V/def2-TZVPD

Summary:
HOMO energy: -0.252 Ha
M: 850.45 g/mol
ΔE to the lowest compared entry with this formula, charge and spin: 7.4 kcal/mol
frontier orbital gap: 7.12 eV

Last column: Mulliken charge in e.
Geometry (Å):
1 Ba -0.280055 0.521280 1.210763  1.259
2 Sb -0.977656 -1.924275 -1.010666  -0.610
3 Cl -1.609334 3.144451 3.381656  -0.238
4 P 1.342910 3.321779 0.345348  0.845
5 P -1.252574 2.462755 -1.655548  1.119
6 Si -0.379229 -4.298983 -0.206546  0.695
7 Si -3.050930 -2.497352 -2.394504  0.310
8 Si 0.694409 -1.615145 -2.932966  0.587
9 O 1.988949 -0.852033 1.206387  -0.414
10 O 0.663019 -2.032514 2.565798  -0.446
11 N 1.739025 0.937537 3.348086  0.341
12 C 1.769217 3.150387 4.248753  0.387
13 C -2.626364 -3.493058 -3.939158  -0.996
14 C -0.879515 -5.681935 -1.390351  -1.105
15 C -2.307399 3.436406 -0.526473  -1.199
16 C -4.245847 -3.479650 -1.317447  -1.048
17 C 1.060825 5.058919 0.846095  -1.518
18 C 2.053822 1.775584 4.378988  -0.454
19 C 2.565234 -0.908723 4.660526  -0.828
20 C 1.998947 -0.334671 3.499791  1.819
21 C -0.011538 -0.407606 -4.201124  -0.505
22 C -2.301060 2.570903 -3.162201  -1.429
23 C 1.571622 -1.209429 2.333112  -1.440
24 C -2.477625 1.758554 2.482840  -1.106
25 C 3.018643 2.237707 6.571636  -0.788
26 C 2.107773 4.023019 5.246319  -0.670
27 C 2.224036 -0.827408 -2.162400  -0.520
28 C 2.678783 1.311211 5.559718  1.095
29 C -1.282725 -4.548483 1.423776  -1.061
30 C 3.103457 3.075970 0.759261  -1.169
31 C 2.742678 3.567423 6.417439  -0.600
32 C 1.488952 -4.327581 -0.003217  -0.749
33 C 2.924101 -0.081211 5.679277  -0.873
34 C 1.165012 -3.229290 -3.790700  -0.962
35 C 1.422581 3.461746 -1.486202  -0.839
36 C 0.054553 3.697664 -2.128922  -1.450
37 C -3.907009 -0.907116 -2.930682  -1.018
38 H 1.241405 3.491067 3.369043  -0.013
39 H -2.603310 4.389814 -0.972132  0.396
40 H -0.442525 -5.581897 -2.384392  0.298
41 H 1.811637 -3.495905 0.617844  -0.038
42 H -0.383304 0.482659 -3.692687  -0.592
43 H 3.384122 -0.457980 6.584839  0.422
44 H -0.814100 -3.947778 2.203772  0.247
45 H 2.991391 -0.687027 -2.929242  0.457
46 H -0.309126 4.706976 -1.913368  0.426
47 H 2.696942 -1.980409 4.703222  0.527
48 H -3.069082 1.276060 3.269544  0.347
49 H -4.525018 -2.912705 -0.427415  0.300
50 H -1.239487 -5.601740 1.712663  0.383
51 H -3.246164 2.053630 -2.995024  0.358
52 H -2.112833 -4.426851 -3.712062  0.246
53 H 3.754257 3.783065 0.239691  0.477
54 H -2.013853 -2.926563 -4.641656  0.247
55 H -2.335799 -4.269918 1.359179  0.290
56 H -4.041417 -0.236072 -2.080116  0.243
57 H 3.398110 2.057311 0.503071  0.248
58 H -3.825584 -4.430379 -0.987234  0.246
59 H -4.892119 -1.121801 -3.349711  0.462
60 H 3.498709 1.864206 7.468119  0.379
61 H -0.821892 -0.829280 -4.796889  0.356
62 H -5.160186 -3.695830 -1.874822  0.375
63 H 2.119925 4.248129 -1.793183  0.525
64 H 3.004202 4.271704 7.195957  0.387
65 H -3.557567 -3.745492 -4.455962  0.424
66 H 0.980169 5.128034 1.930023  0.312
67 H 0.112124 5.409539 0.437133  0.363
68 H -2.520182 3.610158 -3.418032  0.474
69 H 0.311088 -3.737626 -4.237168  0.257
70 H 2.641347 -1.418522 -1.348282  0.205
71 H -3.238435 2.305852 1.914814  0.163
72 H -1.962574 -5.762350 -1.498646  0.263
73 H -1.806210 2.103250 -4.013129  0.417
74 H 2.009388 -4.271937 -0.961027  0.218
75 H -1.816298 3.632625 0.429183  0.158
76 H -3.325666 -0.383110 -3.691898  0.216
77 H 1.855361 5.725779 0.504706  0.423
78 H 1.793466 -5.262200 0.477355  0.411
79 H 1.875283 -3.007237 -4.592150  0.400
80 H 3.241410 3.195317 1.835087  0.334
81 H 0.152912 3.640833 -3.216686  0.531
82 H -3.206886 2.864392 -0.300043  0.362
83 H 1.840025 2.513389 -1.840002  0.326
84 H 1.870503 5.073615 5.140340  0.432
85 H 1.653720 -3.922054 -3.104524  0.233
86 H 0.782179 -0.101843 -4.887259  0.459
87 H -0.524694 -6.623767 -0.962865  0.423
88 H 1.984943 0.154034 -1.744438  -0.224

Atoms 1-3, force components in eV/Å:
Ba -0.520 0.920 0.308
Sb -0.232 -0.574 -0.546
Cl 0.173 -0.095 -0.158

***

Formula: C26H51Br2N2O14P2Si
Source: the OMol25 dataset
Level of theory: wB97M-V/def2-TZVPD

Summary:
total charge: +1
HOMO energy: -0.414 Ha
M: 865.54 g/mol
frontier orbital gap: 6.28 eV

Last column: Mulliken charge in e.
Geometry (Å):
1 Br -1.530165 -3.647244 4.860005  0.078
2 Br 0.348601 -4.939210 2.614359  -0.040
3 P -1.997760 5.001221 4.623431  0.901
4 P -3.563101 2.600229 1.423175  1.281
5 Si -2.199107 -1.258584 -2.662694  0.634
6 O -2.488763 3.774420 0.962474  -0.560
7 O 1.596956 1.191451 6.894310  -0.276
8 O -3.196462 5.516326 3.580306  -0.450
9 O -0.404531 3.366837 2.837324  -0.411
10 O -0.210599 0.647145 5.932896  -0.156
11 O -3.699493 -3.421251 2.713313  -0.335
12 O -2.876846 -1.455041 -1.092299  -0.160
13 O -2.458874 5.382806 5.987508  -0.715
14 O 4.344323 1.522060 -4.950752  -0.361
15 O -1.835298 3.322874 4.638825  -0.186
16 O -4.554698 2.370925 0.134974  -0.504
17 O -0.597870 5.802789 4.342639  -0.479
18 O 4.335242 -2.359663 -0.969173  -0.416
19 O -4.402110 3.163297 2.537322  -0.759
20 N -2.347955 -1.376873 2.357539  1.337
21 N 0.519941 1.594992 6.664153  0.175
22 C -3.449048 -1.664869 -4.062662  -1.110
23 C -1.632759 1.361787 3.063821  0.579
24 C 4.801101 1.212671 -6.259580  -0.355
25 C 4.453689 -1.004976 -0.565743  -0.515
26 C 4.791604 -2.667907 -2.279628  -0.314
27 C 6.274083 1.514371 -6.477784  -1.036
28 C -2.734981 -2.744781 1.931062  -0.890
29 C -1.300752 0.400891 -2.923032  -1.007
30 C -0.838716 -2.608968 -2.804470  -0.930
31 C -0.438571 -2.302106 3.866609  -0.900
32 C 3.692922 3.844706 -5.431425  -1.092
33 C -3.730630 -0.374707 -0.711156  -0.454
34 C -5.445823 -3.544664 4.382364  -1.203
35 C -1.232457 2.824147 3.502788  -0.396
36 C 6.263770 -2.364460 -2.498879  -1.031
37 C -4.228943 -0.519113 0.790883  -1.288
38 C -4.759870 -2.640528 3.255917  0.250
39 C -0.896852 0.204543 3.614475  0.282
40 C 4.463142 2.879620 -4.546933  -0.288
41 C 0.566582 -2.243336 1.390968  -0.830
42 C -1.291209 -1.167100 3.246935  0.127
43 C -3.043948 -0.304149 1.796290  0.272
44 C 3.682305 -0.039957 -1.449839  -0.490
45 C 0.590836 -2.974204 2.794517  -0.209
46 C 0.274685 0.563714 4.562872  -1.005
47 C -2.738161 1.093421 2.096905  0.193
48 H -0.298660 -2.529278 0.743873  0.159
49 H 3.776730 0.980068 -1.070897  0.437
50 H 4.065020 2.936010 -3.530850  0.270
51 H -4.856884 -3.368129 5.320925  0.253
52 H 0.242135 -1.938284 4.681735  0.372
53 H -0.727496 6.745509 4.583514  0.357
54 H 6.564779 -2.654734 -3.507408  0.390
55 H 1.112428 -0.194179 4.559025  0.524
56 H 4.182028 1.719509 -7.006731  0.311
57 H 5.508842 -0.720341 -0.499872  0.376
58 H -4.465243 -1.694661 3.780114  0.108
59 H -0.394789 0.386327 -2.243192  0.199
60 H 4.055759 -0.948667 0.451401  0.324
61 H -5.388389 2.852465 0.330728  0.384
62 H -3.241054 -1.071833 -4.990185  0.335
63 H 2.633531 3.578038 -5.454632  0.300
64 H 0.787284 1.536614 4.302245  0.558
65 H -3.061425 -2.799703 0.851028  0.395
66 H 6.495443 2.575888 -6.357916  0.264
67 H 4.171424 -2.160851 -3.025980  0.285
68 H -6.484278 -3.176752 4.571947  0.376
69 H -4.518094 -1.583554 -3.720792  0.283
70 H 1.644134 -2.858588 3.174463  0.560
71 H 4.627588 -3.738026 -2.418580  0.346
72 H -4.682594 -1.536205 0.853854  0.282
73 H -5.429386 -4.632267 4.093635  0.305
74 H -5.067492 0.193737 1.026081  0.632
75 H 4.636603 0.142299 -6.398009  0.322
76 H -2.749708 4.624731 1.373893  0.341
77 H -1.805518 -3.385066 1.952980  0.177
78 H -5.601041 -2.415630 2.531958  0.205
79 H -3.294246 -2.751052 -4.326935  0.296
80 H 5.518838 3.162867 -4.480613  0.333
81 H 4.043248 -0.048984 -2.479499  0.015
82 H -4.008776 5.172858 4.019188  0.342
83 H -0.124193 -2.469157 -1.953292  0.130
84 H -1.915234 1.303589 -2.677342  0.345
85 H -0.343873 -2.561065 -3.814140  0.339
86 H 6.484024 -1.302606 -2.378482  0.238
87 H -4.612711 -0.250615 -1.395335  0.448
88 H -0.873526 0.438422 -3.965738  0.383
89 H 1.492016 -2.603548 0.850291  0.486
90 H 6.575901 1.223012 -7.485808  0.396
91 H 0.693912 -1.127324 1.470567  0.172
92 H -3.124469 0.578751 -0.793891  0.071
93 H 6.886466 0.968488 -5.755536  0.269
94 H 4.054743 3.834676 -6.460573  0.267
95 H -1.344785 -3.612510 -2.742826  0.305
96 H 6.877339 -2.910193 -1.777762  0.306
97 H 3.788201 4.864180 -5.052718  0.389
98 H 2.622020 -0.307786 -1.472831  0.080

Atoms 1-3, force components in eV/Å:
Br 0.345 1.118 -0.135
Br 0.348 1.002 -0.394
P -1.605 3.561 4.046